{
  "formula": "C44H64Br3N3O6P",
  "method": "wB97M-V/def2-TZVPD",
  "symbols": ["C", "C", "Br", "C", "Br", "C", "C", "C", "C", "C", "C", "P", "O", "Br", "C", "O", "C", "C", "C", "C", "C", "C", "C", "O", "H", "H", "H", "H", "H", "H", "H", "H", "H", "H", "C", "C", "C", "C", "C", "C", "N", "O", "C", "C", "C", "H", "H", "H", "H", "H", "H", "H", "H", "H", "H", "H", "H", "H", "H", "H", "H", "H", "H", "C", "C", "C", "C", "C", "C", "N", "O", "C", "C", "C", "H", "H", "H", "H", "H", "H", "H", "H", "H", "H", "H", "H", "H", "H", "H", "H", "H", "H", "C", "C", "C", "C", "C", "C", "N", "O", "C", "C", "C", "H", "H", "H", "H", "H", "H", "H", "H", "H", "H", "H", "H", "H", "H", "H", "H", "H", "H"],
  "xyz": [[7.827052, 7.637359, -4.083735], [6.641311, 6.837181, -4.501823], [5.925950, 7.384198, -6.179246], [6.118305, 5.808109, -3.846254], [6.979436, 5.288894, -2.229295], [4.901594, 5.072634, -4.235838], [3.728170, 5.830589, -4.317941], [2.510780, 5.247943, -4.641161], [2.443694, 3.884771, -4.901207], [3.587482, 3.104633, -4.834970], [4.806379, 3.689717, -4.490469], [6.119178, 2.397941, -4.481995], [6.402024, 2.258344, -2.880926], [7.927797, 3.438453, -5.317608], [1.099573, 3.315831, -5.191908], [0.902882, 2.465431, -6.012005], [0.020877, 3.924230, -4.374238], [-1.018116, 3.175912, -3.841332], [-1.965323, 3.804543, -3.038722], [-1.897404, 5.166700, -2.765965], [-0.864668, 5.922974, -3.310415], [0.087206, 5.296901, -4.103454], [1.245794, 6.035794, -4.670593], [1.182926, 7.139617, -5.129352], [7.835689, 7.788606, -3.011956], [7.763074, 8.620325, -4.537181], [8.746098, 7.160608, -4.412220], [3.760544, 6.886214, -4.102991], [3.536420, 2.042860, -5.025698], [6.695125, 1.356244, -2.713855], [-1.079264, 2.115643, -4.029597], [-2.754804, 3.212447, -2.603044], [-2.624146, 5.653156, -2.138013], [-0.772724, 6.981168, -3.124850], [2.649542, -0.086555, 1.243066], [1.382625, 0.221658, 0.420109], [1.488160, -0.434602, -0.956452], [2.517393, 0.243222, -1.859453], [2.242693, 1.742962, -1.966854], [2.079749, 2.452271, -0.624415], [1.169034, 1.694853, 0.284651], [-0.066130, 1.945351, -0.008771], [3.457813, 2.663670, 0.033125], [1.523870, 3.853266, -0.870364], [0.230862, -0.397738, 1.201058], [2.611293, -1.115340, 1.600673], [3.575031, 0.002043, 0.678927], [2.714195, 0.563781, 2.116310], [0.510429, -0.403047, -1.448416], [1.737379, -1.490750, -0.830106], [3.531860, 0.068554, -1.489478], [2.478402, -0.204400, -2.855336], [3.049655, 2.223672, -2.519777], [1.331399, 1.883461, -2.560684], [3.343328, 3.035198, 1.052454], [4.027672, 3.405118, -0.527913], [4.073682, 1.768046, 0.062088], [0.604385, 3.836468, -1.454874], [2.258268, 4.437077, -1.427850], [1.322451, 4.367817, 0.070422], [0.141989, 0.051511, 2.191845], [0.407352, -1.465114, 1.331617], [-0.725208, -0.291000, 0.690838], [-0.253310, -6.667075, 4.947456], [-0.886877, -5.754656, 3.877754], [-1.517551, -6.609184, 2.779164], [-0.480369, -7.302664, 1.898400], [0.507893, -6.288545, 1.321075], [1.139756, -5.363676, 2.365281], [0.113067, -4.808742, 3.297918], [-0.500638, -3.806531, 2.754904], [2.233211, -6.112402, 3.151333], [1.853716, -4.221181, 1.649346], [-1.962844, -4.953222, 4.595380], [-1.035751, -7.098967, 5.570785], [0.301622, -7.507345, 4.537768], [0.411515, -6.099438, 5.599829], [-2.151706, -5.978349, 2.147196], [-2.176419, -7.349076, 3.238325], [0.049619, -8.076778, 2.459607], [-0.986106, -7.817479, 1.079582], [1.303496, -6.811252, 0.786046], [-0.018120, -5.681431, 0.577182], [2.583407, -5.510400, 3.990886], [3.088524, -6.305144, 2.504016], [1.916284, -7.079755, 3.532630], [1.197058, -3.696746, 0.956549], [2.686759, -4.621957, 1.072625], [2.250678, -3.497151, 2.363204], [-1.535555, -4.336201, 5.388075], [-2.691645, -5.624604, 5.048831], [-2.502125, -4.303536, 3.912268], [-4.333391, -2.105661, 3.366077], [-4.684416, -1.923348, 1.877701], [-4.072687, -0.624475, 1.354963], [-4.767890, 0.620730, 1.902267], [-6.274237, 0.565439, 1.642668], [-6.940279, -0.735089, 2.101102], [-6.162120, -1.931374, 1.660158], [-6.434597, -2.215293, 0.428052], [-7.110974, -0.734891, 3.632577], [-8.352471, -0.801745, 1.527387], [-4.050234, -3.114982, 1.166389], [-3.293432, -2.415682, 3.457461], [-4.424815, -1.200286, 3.961478], [-4.950636, -2.882188, 3.821293], [-4.131030, -0.610482, 0.261735], [-3.010464, -0.602936, 1.608677], [-4.569377, 0.735610, 2.971279], [-4.351420, 1.508033, 1.421789], [-6.765119, 1.406588, 2.136986], [-6.444378, 0.695469, 0.569152], [-7.445558, -1.712737, 3.981634], [-7.867352, -0.004994, 3.920888], [-6.207853, -0.468167, 4.175858], [-8.363122, -0.679043, 0.446314], [-8.952713, 0.000335, 1.956025], [-8.831075, -1.751791, 1.768955], [-4.470057, -4.055063, 1.530628], [-2.977178, -3.121337, 1.363166], [-4.186800, -3.074574, 0.087341]],
  "forces_ev_per_angstrom": [[-0.27, 0.39, -0.14], [0.04, 0.07, -0.06], [-0.02, -0.18, 0.02], [0.23, 0.00, -0.09], [-0.24, 0.00, 0.04], [-0.86, -0.17, 0.05], [0.04, -0.19, -0.07], [0.59, -0.22, 0.11], [0.06, 0.02, 0.05], [0.12, 0.62, -0.08], [0.70, -0.01, 0.11], [-0.29, -0.30, -0.43], [0.00, 0.10, 0.06], [-0.08, 0.10, 0.12], [0.04, 0.40, 0.36], [-0.03, -0.91, -0.39], [-0.41, 0.36, 0.40], [-0.13, 0.31, -0.01], [0.01, -0.03, 0.08], [0.43, -0.02, -0.33], [-0.01, -0.29, -0.23], [-0.05, -0.21, 0.05], [-0.02, -0.58, 0.16], [-0.01, 0.98, -0.02], [0.13, -0.19, 0.22], [0.13, 0.10, -0.14], [0.17, -0.09, 0.05], [0.02, 0.18, -0.01], [-0.07, -0.12, -0.14], [0.09, -0.06, 0.13], [0.01, -0.11, -0.09], [-0.10, -0.05, 0.06], [-0.18, -0.06, 0.13], [-0.05, 0.14, 0.03], [0.15, 0.11, -0.03], [0.72, -0.74, 0.90], [0.00, 0.15, -0.43], [-0.01, 0.06, 0.09], [-0.22, -0.47, -0.24], [1.21, 0.77, 0.30], [-1.06, -0.36, -1.57], [0.08, 0.21, 0.53], [0.07, -0.17, 0.08], [-0.40, 0.03, -0.03], [-0.45, 0.10, -0.04], [-0.13, -0.02, -0.02], [-0.04, 0.06, 0.01], [-0.01, 0.02, -0.02], [-0.04, 0.09, 0.08], [-0.01, 0.00, 0.11], [-0.01, 0.00, 0.05], [0.02, 0.01, 0.00], [0.03, 0.11, 0.10], [-0.05, 0.03, 0.12], [-0.03, -0.03, 0.01], [-0.09, 0.03, -0.08], [-0.05, 0.01, 0.02], [-0.02, -0.06, 0.11], [0.10, -0.06, 0.01], [0.00, -0.02, 0.01], [0.01, 0.03, -0.01], [0.12, -0.01, 0.02], [0.06, 0.13, -0.02], [0.19, -0.01, -0.04], [-0.01, -0.76, 1.25], [0.05, -0.02, -0.46], [0.07, 0.07, 0.06], [-0.49, -0.12, -0.10], [1.30, -0.41, 0.22], [-1.21, 0.09, -1.57], [0.44, 0.30, 0.36], [-0.09, -0.12, 0.15], [-0.19, 0.33, -0.07], [-0.22, 0.36, -0.09], [-0.10, 0.08, -0.04], [0.02, 0.06, -0.02], [0.01, 0.02, -0.02], [0.05, 0.10, 0.05], [0.01, 0.03, 0.10], [0.00, 0.03, 0.03], [0.02, -0.02, 0.00], [0.09, 0.07, 0.03], [0.00, 0.10, 0.08], [-0.03, 0.01, 0.01], [-0.04, 0.08, -0.09], [-0.04, 0.05, 0.01], [-0.05, 0.01, 0.10], [0.02, -0.10, 0.04], [-0.02, -0.02, 0.02], [0.05, 0.00, -0.03], [0.09, -0.15, 0.00], [0.06, -0.01, 0.00], [-0.09, 0.10, 0.17], [0.80, -0.50, 0.99], [-0.15, 0.38, -0.16], [-0.07, -0.07, 0.03], [0.42, 0.08, -0.28], [-0.69, 0.26, 1.19], [0.31, 0.95, -1.62], [-0.19, -0.45, 0.31], [0.19, -0.04, 0.10], [-0.05, -0.15, -0.33], [-0.12, -0.11, -0.37], [0.04, 0.01, -0.13], [-0.08, -0.01, -0.05], [-0.03, 0.01, -0.02], [-0.08, -0.10, 0.00], [-0.01, -0.09, 0.05], [0.00, -0.04, 0.00], [0.01, 0.01, 0.02], [-0.09, -0.05, 0.03], [-0.03, -0.13, -0.01], [0.02, -0.02, -0.02], [-0.04, 0.02, -0.12], [0.00, -0.04, -0.05], [0.06, -0.10, 0.01], [0.06, 0.04, 0.09], [0.03, -0.01, 0.00], [-0.03, 0.01, 0.00], [0.00, 0.06, 0.12], [-0.12, 0.02, 0.04]],
  "mulliken_spin": [0.0000, 0.0001, 0.0000, 0.0001, 0.0000, 0.0010, 0.0001, -0.0008, -0.0006, 0.0006, -0.0007, 0.0001, 0.0000, 0.0000, 0.0005, 0.0001, -0.0024, 0.0057, 0.0009, -0.0001, -0.0002, 0.0008, 0.0001, 0.0000, 0.0000, 0.0000, 0.0000, 0.0000, 0.0004, 0.0000, -0.0020, -0.0025, -0.0001, 0.0000, 0.0164, 0.0237, 0.0381, -0.0246, 0.0207, 0.0122, 0.3871, 0.5327, 0.0252, -0.0201, -0.0141, 0.0020, 0.0014, -0.0123, 0.0009, 0.0012, 0.0003, 0.0003, -0.0006, 0.0088, -0.0215, 0.0046, 0.0034, 0.0119, 0.0012, -0.0050, -0.0024, 0.0058, 0.0040, 0.0103, 0.0332, 0.0214, -0.0187, 0.0201, 0.0451, 0.3821, 0.5183, 0.0036, -0.0414, -0.0215, 0.0007, 0.0010, -0.0080, 0.0045, 0.0009, -0.0002, 0.0009, 0.0001, 0.0050, -0.0090, 0.0007, 0.0020, 0.0126, -0.0010, 0.0103, 0.0003, -0.0003, 0.0132, 0.0405, 0.0066, 0.0327, -0.0217, 0.0261, 0.0183, 0.3528, 0.5605, 0.0174, -0.0065, -0.0050, 0.0046, 0.0014, -0.0221, -0.0006, 0.0019, 0.0006, 0.0009, 0.0004, 0.0058, -0.0104, 0.0010, 0.0017, 0.0015, 0.0004, -0.0020, -0.0046, 0.0075, 0.0017],
  "s_squared": 3.762,
  "multiplicity": 4,
  "homo_ev": [-8.26, -9.07],
  "lumo_energy_ev": [-0.98, -0.98]
}